ORCA calculation (wB97M-V/def2-TZVPD) on a molecular structure, C39H40AuBrOP2S2.

Computed properties:
molecular weight = 927.70 Da
orbital gap = 6.37 eV
maximum force = 0.44 eV/A
E_HOMO = -7.011 eV
relative energy (zero: lowest compared OMol25 entry of this formula, charge and spin) = 0.0 kcal/mol
energy = -5774.1929 hartree

```
86
Properties=species:S:1:pos:R:3:forces:R:3:lowdin_charge:R:1
Au 0.02727 -0.09093 0.03015 0.3368 -0.1964 -0.1063 0.632
S 0.48077 -0.34219 2.33684 0.1869 0.1992 0.2983 0.356
P 2.38938 -0.66161 1.62520 -0.0832 0.1909 0.1773 0.488
C 1.94821 -0.76382 0.01025 0.1709 -0.0814 0.0176 -0.730
P 2.33655 -0.54383 -1.61144 -0.1662 0.1429 -0.1045 0.494
S 0.41348 -0.42506 -2.31447 0.1066 0.1390 -0.2432 0.360
C 3.34860 -1.87598 -2.28625 -0.0571 -0.1085 -0.0767 -0.324
C 2.87138 -2.71454 -3.28499 -0.0492 -0.0034 -0.0269 -0.082
C 3.65775 -3.76337 -3.74587 0.0046 0.0155 0.0075 -0.073
C 4.91353 -3.98119 -3.20157 0.0094 0.0071 0.0150 -0.079
C 5.39057 -3.15020 -2.19374 -0.0225 -0.0093 -0.0226 -0.075
C 4.61243 -2.09954 -1.73950 0.0304 0.0148 0.0081 -0.089
C 3.22939 0.97053 -2.06056 0.1068 0.0734 0.0361 -0.322
C 4.32555 1.36588 -1.29580 0.0128 0.0044 0.0220 -0.088
C 5.03328 2.51229 -1.61812 -0.0231 0.0144 -0.0232 -0.072
C 4.64926 3.27698 -2.71183 0.0127 -0.0117 0.0163 -0.078
C 3.55888 2.89074 -3.47697 -0.0070 -0.0108 0.0062 -0.074
C 2.84838 1.74298 -3.15293 -0.0337 -0.0155 -0.0280 -0.093
C 3.49357 0.70981 2.06383 0.0672 0.0144 0.0586 -0.344
C 4.86681 0.51147 2.20293 0.0507 -0.0421 -0.0724 -0.109
C 5.72079 1.59468 2.35972 -0.0289 0.0205 0.0089 -0.079
C 5.20703 2.88323 2.38233 0.0054 -0.0089 -0.0030 -0.080
C 3.83948 3.08742 2.24981 -0.0040 -0.0064 0.0142 -0.067
C 2.98573 2.00735 2.09431 -0.0378 0.0163 -0.0301 -0.089
C 3.20521 -2.12204 2.29143 -0.1608 -0.1699 0.0925 -0.341
C 3.73688 -2.13468 3.58270 -0.0377 0.0501 0.0079 -0.092
C 4.29097 -3.29545 4.09411 -0.0037 -0.0114 -0.0362 -0.073
C 4.31994 -4.44922 3.31879 0.0010 0.0016 0.0081 -0.074
C 3.78470 -4.44468 2.03986 0.0007 -0.0113 -0.0098 -0.069
C 3.21600 -3.28635 1.52874 0.0439 0.0621 -0.0386 -0.073
H 1.88059 -2.55697 -3.69437 -0.0014 0.0138 0.0148 0.086
H 3.28400 -4.41284 -4.52663 -0.0039 0.0059 0.0072 0.107
H 5.52369 -4.80108 -3.55817 -0.0063 0.0046 0.0001 0.105
H 6.36905 -3.32097 -1.76376 -0.0062 -0.0025 -0.0035 0.106
H 4.99523 -1.45822 -0.95309 -0.0197 0.0025 -0.0011 0.101
H 4.62354 0.79523 -0.42658 -0.0112 -0.0179 0.0370 0.079
H 5.87434 2.81218 -1.00583 -0.0059 -0.0002 -0.0079 0.104
H 5.19476 4.17831 -2.96099 -0.0049 -0.0102 -0.0041 0.104
H 3.25063 3.49015 -4.32372 -0.0017 -0.0071 0.0039 0.106
H 1.98162 1.46076 -3.73687 -0.0011 -0.0124 0.0068 0.077
H 5.27998 -0.48983 2.17688 -0.0147 0.0210 0.0016 0.104
H 6.78513 1.42922 2.46783 -0.0059 0.0010 -0.0010 0.106
H 5.87133 3.72880 2.50826 -0.0062 -0.0032 -0.0060 0.106
H 3.43644 4.09155 2.26869 -0.0029 -0.0075 0.0023 0.109
H 1.91937 2.16784 1.99098 -0.0060 -0.0191 -0.0017 0.088
H 3.72049 -1.23653 4.18903 -0.0202 0.0010 -0.0123 0.114
H 4.70120 -3.30209 5.09540 -0.0057 0.0005 -0.0035 0.107
H 4.75643 -5.35555 3.71873 -0.0018 0.0049 -0.0039 0.106
H 3.80057 -5.34519 1.43972 -0.0008 0.0057 0.0044 0.107
H 2.77859 -3.27168 0.53751 -0.0103 -0.0021 -0.0039 0.098
C -7.89117 -0.37650 -1.23764 -0.0004 0.0056 -0.0303 -0.050
C -7.20836 -0.92584 0.02242 0.0377 -0.0232 -0.0004 -0.561
C -7.91262 -0.35662 1.26163 -0.0017 0.0051 0.0324 -0.050
C -7.37208 -2.44492 0.03364 -0.0199 -0.0485 -0.0017 -0.073
C -5.73716 -0.51160 0.03155 -0.0433 0.0684 -0.0043 -0.183
C -4.69207 -1.41064 0.04327 0.0099 0.0164 0.0079 -0.099
C -3.37682 -0.95755 0.05341 0.0096 -0.0965 -0.0065 -0.556
Br -2.03376 -2.31915 0.06927 -0.2107 -0.1357 0.0102 0.728
C -3.02173 0.39379 0.05168 0.2167 0.2406 -0.0106 -0.380
O -1.79006 0.87839 0.06376 -0.2997 -0.3197 -0.0017 -0.339
C -4.10305 1.32559 0.03585 -0.0960 0.0252 0.0014 -0.085
C -5.39997 0.84617 0.02773 0.0293 0.0365 -0.0039 0.011
C -3.81998 2.83494 0.02970 0.0166 -0.0557 0.0024 -0.533
C -3.04360 3.23539 1.29429 -0.0006 0.0102 0.0150 -0.043
C -5.11038 3.65895 0.01420 -0.0233 0.0201 0.0040 -0.078
C -3.02234 3.22250 -1.22568 -0.0040 0.0058 -0.0141 -0.043
H -8.94437 -0.66932 -1.26065 0.0144 -0.0004 0.0122 0.082
H -7.40768 -0.76133 -2.13785 -0.0010 -0.0016 0.0106 0.090
H -7.84589 0.71312 -1.27303 0.0043 -0.0083 -0.0025 0.076
H -8.96598 -0.64957 1.27113 0.0144 -0.0013 -0.0121 0.082
H -7.86859 0.73339 1.28077 0.0055 -0.0073 0.0020 0.076
H -7.44472 -0.72699 2.17602 -0.0004 -0.0012 -0.0107 0.090
H -8.43443 -2.69786 0.02861 0.0057 0.0016 0.0003 0.083
H -6.92774 -2.89301 0.92487 -0.0017 0.0194 0.0019 0.086
H -6.91632 -2.90764 -0.84423 0.0000 0.0197 -0.0026 0.086
H -4.86833 -2.47678 0.04667 0.0271 0.0091 -0.0008 0.085
H -6.20793 1.56396 0.01671 -0.0022 -0.0139 0.0009 0.089
H -3.63027 3.00697 2.18768 0.0027 0.0011 -0.0105 0.089
H -2.85161 4.31230 1.28257 -0.0011 -0.0136 0.0020 0.081
H -2.09413 2.71002 1.36009 -0.0056 0.0056 -0.0030 0.069
H -5.72544 3.47481 0.89791 0.0083 -0.0031 -0.0052 0.085
H -5.71231 3.46129 -0.87559 0.0082 0.0012 0.0037 0.085
H -4.85086 4.71953 0.00826 0.0046 -0.0046 -0.0005 0.083
H -2.07009 2.70021 -1.26947 -0.0014 -0.0005 0.0037 0.070
H -2.83375 4.30007 -1.22331 0.0007 -0.0153 -0.0014 0.081
H -3.59311 2.98220 -2.12624 0.0025 0.0006 0.0095 0.089
```
Forces are in eV/Å.

=====

ORCA calculation (wB97M-V/def2-TZVPD) on a molecular structure, C39H40BBrN8NiO6PS at a distorted geometry.

Computed properties:
molecular weight = 929.25 Da
orbital gap (alpha / beta) = 6.54 / 6.61 eV
total charge = -1
maximum force = 1.61 eV/A
E_HOMO (alpha / beta) = -5.011 / -5.071 eV
2S+1 = 3
energy = -7246.4435 hartree

```
98
Properties=species:S:1:pos:R:3:forces:R:3:nbo_charge:R:1
Ni 1.44258 1.20508 0.03124 -0.0292 0.3474 -0.4553 1.456
B 2.84818 3.30320 -2.41499 0.1051 -0.0587 0.2481 0.185
N 2.02939 3.84784 -1.22540 -0.1661 0.3214 -0.1634 -0.269
C 1.75804 5.14349 -1.04922 -0.1720 0.2627 0.1508 -0.021
C 1.22596 5.31981 0.21502 0.0218 0.1304 -0.0502 -0.357
C 1.20275 4.03968 0.75502 0.1502 0.1498 -0.2464 -0.051
N 1.69703 3.17786 -0.13042 -0.0270 -0.3425 0.8373 -0.356
N 2.51996 1.81784 -2.70379 0.2038 -0.1391 -0.4619 -0.270
C 2.94137 1.20582 -3.81182 0.0021 -0.3242 -0.2774 -0.027
C 2.45611 -0.08910 -3.81960 0.0398 0.0606 -0.1288 -0.351
C 1.72626 -0.18313 -2.64379 0.0163 0.2904 -0.1837 -0.057
N 1.78592 0.97719 -1.98480 -0.2288 -0.4261 0.4221 -0.363
H 4.00959 3.40283 -2.15042 0.3577 0.0001 0.0098 -0.045
H 2.54973 3.93936 -3.38784 -0.0476 0.2171 -0.1855 -0.064
H 1.96652 5.86363 -1.81504 0.0522 0.0451 -0.2076 0.214
H 0.91652 6.23768 0.67410 -0.0777 0.1447 0.0439 0.214
H 0.87327 3.71369 1.72314 -0.0707 -0.1881 0.0928 0.209
H 3.55453 1.71135 -4.52958 0.1080 0.2194 -0.1119 0.212
H 2.60554 -0.85077 -4.55844 0.0441 -0.0843 -0.1533 0.216
H 1.15781 -1.02096 -2.28751 -0.0618 0.0169 0.2313 0.210
Br 4.53427 -5.70648 0.08005 -0.0316 0.0172 0.0133 0.020
C 3.50151 -4.10552 0.07754 0.0776 -0.2158 -0.0310 -0.055
C 2.12669 -4.20701 -0.02108 -0.0297 -0.0309 -0.0419 -0.272
C 1.37254 -3.04563 0.00381 -0.1291 -0.1009 -0.0435 -0.182
C 1.99452 -1.81484 0.10384 -0.0322 0.3947 0.1578 -0.209
C 3.37810 -1.72637 0.15736 0.0962 0.4291 -0.1479 -0.123
C 4.13962 -2.88686 0.15347 0.0055 0.0387 0.0472 -0.210
C 4.10967 -0.36357 0.18187 0.2859 -0.7504 -0.0634 0.777
O 5.33154 -0.39087 0.08234 0.1212 -0.1306 0.0253 -0.678
O 3.39488 0.65847 0.34636 -0.7354 0.7394 0.1853 -0.832
H 1.65830 -5.17326 -0.13384 -0.0140 -0.0885 0.0286 0.212
H 0.29623 -3.11182 -0.08423 -0.1316 0.0419 -0.0120 0.200
H 1.39307 -0.89708 0.13016 0.0715 -0.6833 -0.0540 0.194
H 5.21483 -2.79872 0.20864 0.0290 0.0177 -0.0403 0.258
N -0.48078 1.08860 -0.17330 -1.0966 0.1413 -0.4314 -1.586
P -1.69932 1.51829 -1.01723 0.7611 -0.3639 0.6566 1.783
C -2.19211 0.27117 -2.28220 0.1347 0.2595 0.2779 -0.401
C -1.76709 -1.02418 -2.02172 0.0011 0.0305 0.0664 -0.134
C -2.04186 -2.04427 -2.91133 -0.0623 -0.1333 -0.0596 -0.244
C -2.73590 -1.76664 -4.07714 -0.0283 -0.0741 -0.0839 -0.201
C -3.15840 -0.47470 -4.34285 -0.1404 0.0207 -0.1602 -0.226
C -2.89311 0.54664 -3.44793 -0.0028 -0.0166 0.1521 -0.189
C -1.61388 3.05517 -2.03008 0.0488 -0.4482 0.2911 -0.382
C -2.28947 4.23908 -1.76753 -0.0701 -0.1181 0.0248 -0.201
C -2.08022 5.34554 -2.57235 -0.0595 0.1714 -0.0095 -0.219
C -1.21292 5.27275 -3.64846 -0.0473 0.0870 -0.0063 -0.231
C -0.54151 4.09102 -3.91736 0.0788 0.0646 -0.1454 -0.147
C -0.73164 2.99293 -3.10324 0.0004 -0.0457 -0.0078 -0.205
C -3.23115 1.73652 -0.02510 0.3278 -0.0103 -0.4206 -0.372
C -4.33254 0.90455 -0.16846 0.0660 0.0291 -0.0387 -0.190
C -5.47354 1.12995 0.58027 -0.1616 -0.0888 0.0557 -0.210
C -5.53519 2.20526 1.44699 -0.1422 0.0151 0.0569 -0.211
C -4.43173 3.02511 1.61223 0.0199 0.0651 0.1441 -0.202
C -3.27311 2.77068 0.90429 0.0283 -0.0382 0.0204 -0.209
H -1.20967 -1.19487 -1.10980 0.0810 -0.0184 0.0611 0.227
H -1.72167 -3.05526 -2.70471 0.0793 -0.0950 0.0268 0.205
H -2.94698 -2.55713 -4.78280 -0.0183 -0.0733 -0.0674 0.203
H -3.70302 -0.26239 -5.25110 -0.0380 0.0133 -0.1196 0.206
H -3.22476 1.55603 -3.65160 -0.0110 0.0546 -0.0462 0.222
H -2.99281 4.29230 -0.94906 -0.0042 0.0699 -0.0283 0.219
H -2.60432 6.26695 -2.35804 -0.0325 0.0711 -0.0081 0.203
H -1.06647 6.13806 -4.27900 0.0431 0.0681 -0.0607 0.203
H 0.13093 4.03119 -4.75963 0.1172 -0.0220 -0.0472 0.208
H -0.20786 2.06593 -3.29274 0.1327 -0.0406 -0.0824 0.232
H -4.29549 0.07806 -0.86402 -0.0273 -0.0315 -0.0622 0.221
H -6.31844 0.46312 0.48581 -0.0986 -0.0327 -0.0338 0.206
H -6.44171 2.40087 2.00172 -0.0557 -0.0043 0.0731 0.205
H -4.47800 3.85909 2.29751 0.0290 0.0487 0.1013 0.206
H -2.38846 3.37642 1.05938 0.0151 0.1208 -0.0251 0.221
C 0.89538 -7.28068 2.83964 0.1741 0.0043 0.1321 -0.628
C 0.09749 -6.00964 2.65641 0.2769 0.6627 0.4667 -0.630
S 0.80186 -4.72948 3.75203 -0.3672 0.1666 -0.4365 2.159
O 0.60015 -5.13253 5.11729 -0.4012 -0.1354 0.3343 -0.961
O 2.15598 -4.45691 3.34886 0.1379 0.0372 -0.3311 -0.954
C -0.17736 -3.23251 3.41655 0.3479 -0.7660 0.1208 -0.666
C 0.39503 -2.08379 4.24042 0.2030 -0.4243 0.4573 -0.227
N 0.27237 -0.82415 3.54785 0.0322 0.0505 -0.1692 -0.337
C 1.27311 -0.14976 2.92357 -0.1785 -0.1734 0.4969 0.459
N 0.81175 0.89254 2.24903 0.1539 0.1270 0.2642 -0.541
C -0.52293 0.93699 2.47058 -0.3879 -0.5678 0.2713 0.107
C -0.89840 -0.13762 3.25481 1.1206 0.9486 -0.6545 0.081
N -2.16772 -0.47798 3.68873 -1.4670 0.0325 0.3366 0.510
O -2.31308 -1.49803 4.38179 0.0278 0.5626 -0.3475 -0.453
O -3.09756 0.26328 3.36239 0.6700 -0.5851 0.2671 -0.382
C 2.70433 -0.46121 3.13537 0.1531 -0.0839 -0.0515 -0.691
H 0.53829 -8.06838 2.17944 -0.0620 0.0167 -0.0310 0.219
H 0.81682 -7.61542 3.87036 0.0114 -0.1312 0.0696 0.226
H 1.94264 -7.08817 2.62226 0.1248 -0.0659 -0.0644 0.238
H -0.94260 -6.12666 2.94522 -0.1543 0.0642 0.0110 0.230
H 0.17509 -5.61759 1.64836 -0.0501 0.1142 -0.1654 0.231
H -1.21844 -3.41864 3.66043 -0.0418 -0.0994 -0.0598 0.262
H -0.05025 -3.03558 2.35641 -0.0016 0.0060 -0.1940 0.251
H 1.45690 -2.27573 4.40746 -0.0892 0.2189 0.0428 0.242
H -0.12063 -2.03013 5.20190 0.2094 0.0108 -0.1766 0.243
H -1.15830 1.70497 2.08944 -0.0846 0.0849 -0.1885 0.255
H 2.98631 -0.18584 4.15350 -0.0140 -0.0175 0.0594 0.229
H 3.29749 0.12304 2.43598 -0.0700 0.0071 0.0704 0.291
H 2.91767 -1.51902 2.99238 0.0552 -0.0622 -0.0287 0.244
```
Forces are in eV/Å.

=====

Among the records above, which one has the lowest maximum force? C39H40AuBrOP2S2

=====

Which of these has the highest molecular weight? C39H40BBrN8NiO6PS

=====

Among the records above, which one has the highest molecular weight? C39H40BBrN8NiO6PS